DFT (ωB97M-V/def2-TZVPD) results for a 9-piece molecular cluster, C30H84N6O12 overall.

Geometry as XYZ:
```
132
Properties=species:S:1:pos:R:3:forces:R:3:mulliken_charge:R:1
C 11.363 14.513 12.918 -0.61 1.23 0.34 -0.815
C 11.591 13.524 11.804 1.09 0.17 0.54 0.742
O 10.549 12.585 11.711 -0.12 0.09 -1.72 -0.609
O 12.547 15.291 13.152 -0.13 -2.43 1.54 -0.536
H 11.082 14.084 13.867 0.40 -0.67 0.32 0.361
H 10.513 15.171 12.746 -0.06 0.17 -0.56 0.389
H 12.571 13.053 12.058 -0.67 0.00 -0.33 -0.125
H 11.759 14.169 10.929 -0.20 -0.54 -0.35 -0.066
H 10.525 12.261 10.759 0.30 0.24 1.72 0.309
H 12.714 16.048 12.650 -0.31 1.60 -1.65 0.241
C 15.155 15.711 15.652 -0.92 0.91 0.14 0.672
C 14.844 15.683 17.148 -1.47 -0.92 1.17 -0.518
O 14.156 16.836 17.659 0.85 -0.62 -0.20 -0.551
O 14.054 16.425 14.949 1.70 -0.54 1.10 -0.698
H 15.363 14.638 15.431 -0.36 0.80 -0.77 0.167
H 16.026 16.337 15.441 -0.03 -0.22 -0.04 -0.349
H 15.720 15.531 17.811 -0.18 0.14 -0.70 0.322
H 14.190 14.750 17.324 0.66 1.23 -0.17 0.249
H 13.645 17.196 16.931 -0.16 0.01 -0.39 0.346
H 13.390 15.877 14.512 0.14 -0.72 0.11 0.446
C 15.368 13.215 11.756 2.23 0.37 -0.94 0.099
C 16.039 14.626 11.504 0.20 -1.06 -0.60 -0.506
O 17.439 14.726 11.873 -1.06 -0.57 -0.12 0.116
O 16.050 12.221 10.953 -0.45 0.34 -0.03 1.655
H 14.354 13.163 11.390 -0.32 0.39 0.42 -0.432
H 15.550 12.885 12.767 -0.70 0.30 0.68 0.101
H 15.513 15.393 12.053 -0.13 0.22 0.22 0.435
H 15.951 14.817 10.416 -0.10 0.10 0.53 -0.005
H 17.954 14.086 11.333 -0.13 0.19 0.23 -0.352
H 16.974 12.478 10.984 0.65 -0.27 -0.21 -0.780
C 17.854 11.948 14.214 -0.57 0.66 -0.90 0.075
C 19.009 12.146 15.218 -1.14 -0.18 -0.26 0.172
C 19.607 10.786 15.410 1.47 0.16 1.16 -1.011
O 20.504 10.836 16.551 -0.70 0.27 -0.58 -0.374
C 21.261 9.673 16.581 0.64 -0.74 -1.10 -0.740
N 19.944 13.221 14.817 -0.39 -1.54 -0.17 -0.259
H 16.945 11.495 14.691 0.91 0.12 -0.31 0.593
H 18.123 11.360 13.277 -0.16 0.70 1.10 -0.428
H 17.538 12.967 13.896 0.15 -0.64 -0.11 -0.339
H 18.479 12.338 16.157 0.27 0.43 0.29 0.178
H 20.156 10.462 14.520 0.14 0.06 -0.12 0.424
H 18.885 10.003 15.668 -0.40 0.30 -0.35 0.476
H 21.653 9.480 17.579 0.30 0.34 -0.12 0.259
H 22.043 9.746 15.770 -0.23 -0.27 1.01 0.275
H 20.661 8.784 16.315 -0.06 0.14 0.12 0.305
H 20.871 13.089 15.222 -0.60 0.37 0.13 0.256
H 19.540 14.148 14.940 0.41 -0.08 0.20 0.076
C 18.317 8.005 11.077 -0.29 0.43 0.96 -1.741
C 17.392 9.194 10.830 0.61 -1.45 0.01 2.288
C 16.801 9.028 9.432 -2.08 1.09 0.80 -0.116
O 17.711 8.894 8.377 -0.81 -0.48 -1.21 -0.463
C 16.960 8.364 7.224 0.43 0.58 1.67 -0.746
N 16.300 9.250 11.849 0.92 -0.55 -1.63 -0.791
H 18.821 8.169 12.043 0.22 -0.31 -0.43 0.381
H 18.976 7.950 10.244 1.11 0.07 -0.39 0.405
H 17.834 7.025 11.091 -0.49 0.26 0.21 0.336
H 18.005 10.115 10.797 -0.16 -0.24 0.24 -0.897
H 16.113 9.906 9.322 0.50 -0.09 -0.46 -0.546
H 16.077 8.208 9.433 0.24 -0.50 0.24 0.518
H 16.180 9.043 6.912 -0.24 0.51 0.01 0.248
H 16.470 7.446 7.526 0.02 -0.39 0.00 0.350
H 17.611 8.199 6.401 0.79 -0.12 -0.44 0.306
H 16.681 9.414 12.763 0.48 -0.18 0.41 0.313
H 15.922 10.127 11.603 -1.31 1.39 0.06 0.057
C 21.180 13.020 11.490 0.62 0.29 0.93 -1.345
C 20.321 13.563 10.358 0.22 0.47 0.59 1.022
C 21.140 13.805 9.099 1.02 -1.27 -0.76 -1.062
O 20.395 14.520 8.187 -0.72 1.39 -0.11 -0.199
C 20.988 14.687 6.931 -0.51 -0.81 -0.33 -0.810
N 19.076 12.747 10.281 0.58 -0.04 0.38 -0.243
H 21.570 12.010 11.303 -0.51 -0.04 -0.02 0.381
H 20.552 13.073 12.394 0.38 -0.51 -0.12 0.157
H 22.114 13.586 11.757 -0.97 0.02 -0.63 0.440
H 19.985 14.570 10.675 0.17 -0.26 -0.20 -0.201
H 21.394 12.849 8.523 0.22 0.58 1.24 0.366
H 22.087 14.384 9.341 -0.80 -0.80 0.02 0.377
H 21.941 15.211 6.846 -0.09 0.72 0.66 0.304
H 20.188 15.145 6.348 0.47 0.05 -0.38 0.216
H 21.257 13.703 6.543 -0.32 -0.33 -0.38 0.357
H 18.631 12.802 9.390 -0.40 0.24 -0.97 -0.009
H 19.215 11.749 10.455 0.41 0.45 -0.01 0.037
C 20.641 17.047 13.320 -2.56 1.27 -0.45 -1.359
C 19.539 17.532 14.324 0.16 0.19 0.71 0.155
C 18.552 18.626 13.737 -0.12 -2.60 0.65 -0.324
O 19.201 19.795 13.343 -0.55 -0.31 -0.67 -0.401
C 19.157 20.792 14.307 0.93 0.38 0.85 -0.653
N 18.807 16.371 14.955 -0.52 0.12 -0.71 -0.385
H 21.120 17.948 12.940 0.01 0.01 -0.27 0.440
H 20.162 16.492 12.482 0.34 0.32 0.49 0.122
H 21.377 16.461 13.771 0.99 -1.10 0.88 0.436
H 20.033 18.082 15.170 -0.11 -0.65 -0.59 0.328
H 17.878 18.748 14.618 -0.04 0.48 -0.85 0.400
H 17.989 18.146 12.887 0.43 0.74 0.62 0.088
H 19.595 21.686 13.864 0.44 -0.12 0.23 0.270
H 19.686 20.440 15.223 -0.04 0.59 -0.41 0.272
H 18.174 21.108 14.622 -0.82 -0.29 -0.06 0.294
H 18.288 16.546 15.824 0.76 0.62 -0.28 0.327
H 18.050 16.027 14.346 0.69 0.15 -0.24 -0.019
C 8.703 11.189 8.722 -0.85 -0.28 -1.44 -1.531
C 9.951 10.832 7.899 0.17 0.86 1.25 1.103
C 11.036 10.120 8.715 -0.95 -0.61 -0.40 -0.912
O 11.654 11.019 9.622 -0.39 -0.96 -0.03 0.091
C 12.624 10.313 10.385 0.50 0.97 0.61 -0.668
N 9.577 9.989 6.797 0.07 -0.53 -0.39 -0.575
H 7.940 11.548 7.976 0.56 -0.16 0.86 0.382
H 8.760 11.901 9.518 0.58 0.71 0.25 0.416
H 8.295 10.313 9.200 -0.19 -0.64 0.01 0.363
H 10.434 11.784 7.639 -0.27 -0.02 -0.69 -0.254
H 11.805 9.713 8.044 -0.16 0.02 -0.03 0.323
H 10.481 9.243 9.162 0.93 0.67 0.28 0.248
H 12.235 9.389 10.809 -0.09 -0.01 0.00 0.498
H 12.942 10.992 11.186 -0.23 -0.26 0.04 0.023
H 13.540 10.117 9.825 -0.12 -0.22 -0.40 0.221
H 10.012 10.246 5.938 0.17 0.04 -0.46 0.214
H 8.606 9.738 6.636 0.26 0.48 0.43 0.225
C 16.500 14.931 7.716 -0.28 0.71 -1.17 -1.844
C 15.739 13.652 7.840 -0.06 -0.81 1.38 2.779
C 14.674 13.484 6.830 0.80 1.59 -0.95 -1.110
O 13.851 14.607 6.848 -1.88 0.63 0.21 -0.424
C 12.649 14.392 7.604 0.28 0.15 -0.59 -0.506
N 16.650 12.555 7.763 1.38 -1.89 0.34 -0.294
H 17.088 14.948 6.785 0.06 -0.14 0.23 0.426
H 17.144 14.994 8.555 0.92 0.29 0.68 0.437
H 15.871 15.824 7.664 -0.10 -0.26 0.20 0.258
H 15.328 13.603 8.859 -0.16 0.03 -0.16 -1.554
H 14.116 12.580 6.891 -0.35 -0.96 0.11 0.454
H 15.267 13.543 5.912 -0.51 -0.37 -0.59 0.480
H 12.888 14.044 8.632 -0.35 -0.15 -0.61 0.094
H 11.976 13.726 7.018 0.40 -0.08 0.72 0.243
H 12.109 15.339 7.671 0.29 0.07 0.05 0.338
H 17.223 12.470 6.926 -0.31 0.47 0.02 0.269
H 16.236 11.629 7.917 0.05 0.64 0.11 -0.137
```
Positions in Å, forces in eV/Å.

Properties
- energy relative to the best compared isomer or geometry (same formula, charge and spin) (kcal per mole) = 213.7
- E_tot (Ha) = -2424.591323
- gap between HOMO and LUMO (eV) = 9.189
- maximum force (eV/Å) = 2.9
- HOMO level (eV) = -8.724
- SMILES = COC[C@H](C)N.COC[C@H](C)N.COC[C@H](C)N.COC[C@H](C)N.COC[C@H](C)N.COC[C@H](C)N.OCCO.OCCO.OCCO
- E_LUMO (eV) = 0.47